1.
Here is a cluster of 3 separate species, C25H51N6O4 in total in a non-equilibrium geometry from OMol25. Energies are from wB97M-V/def2-TZVPD.

```
86
Properties=species:S:1:pos:R:3:forces:R:3:lowdin_spin:R:1
N 4.371 -0.520 4.110 -0.6 -0.4 -0.3 0.000
C 3.705 -0.132 3.103 0.3 0.8 -0.3 0.000
N 4.392 0.732 2.144 -0.7 -0.5 0.8 0.000
N 2.316 -0.405 2.820 1.1 -0.8 -0.7 0.000
C 1.954 -1.835 2.891 -1.2 -0.4 1.1 0.000
C 0.917 -2.283 1.809 -0.1 -0.5 0.2 0.000
C -0.309 -1.328 1.665 -0.4 -0.7 0.6 0.000
C -1.213 -1.263 2.968 -0.2 0.6 -1.1 0.000
C -2.221 -0.044 2.835 0.4 -0.2 1.1 0.000
N -3.555 -0.445 2.321 0.5 0.0 -0.9 0.000
C -2.397 0.713 4.215 -1.7 2.4 1.3 0.000
O -1.870 0.314 5.275 1.0 -1.4 -0.6 0.000
O -3.129 1.763 4.225 0.8 -1.3 -1.5 0.000
H 3.737 -1.079 4.694 0.2 0.2 0.1 0.000
H 4.066 0.506 1.201 -0.3 0.4 0.5 0.000
H 4.069 1.669 2.398 0.2 -0.1 -0.6 0.000
H 1.676 0.193 3.337 0.2 -0.1 -0.1 0.000
H 2.851 -2.502 2.909 -0.5 0.8 -0.3 0.000
H 1.456 -2.006 3.887 0.4 -0.1 -0.8 0.000
H 1.407 -2.513 0.826 -0.3 0.5 0.7 0.000
H 0.517 -3.273 2.162 0.3 0.7 -0.3 0.000
H 0.010 -0.290 1.412 -0.2 -0.8 0.0 0.000
H -0.970 -1.759 0.867 0.6 0.7 0.3 0.000
H -1.870 -2.170 3.022 0.8 0.5 0.1 0.000
H -0.597 -1.194 3.889 -0.6 0.2 -0.5 0.000
H -1.838 0.728 2.121 -0.2 -0.6 0.6 0.000
H -3.489 -0.410 1.300 -0.3 -0.1 0.3 0.000
H -3.785 -1.412 2.550 0.2 0.2 0.2 0.000
C 3.851 6.486 -1.414 0.1 0.1 -0.4 0.002
C 3.915 5.317 -0.390 -0.3 2.2 -0.2 0.025
C 5.286 5.293 0.314 0.3 -0.5 0.0 0.014
C 6.414 4.727 -0.538 0.0 0.0 0.0 0.001
C 6.025 3.365 -1.097 0.1 0.1 0.5 0.013
C 4.700 3.404 -1.871 0.7 -0.2 -2.0 0.026
N 3.598 4.036 -1.086 0.9 -1.7 2.7 0.336
O 3.201 3.166 -0.180 -0.4 0.4 -0.9 0.574
C 4.923 4.161 -3.198 0.0 0.4 -0.1 0.001
C 4.345 1.977 -2.317 -0.4 -0.2 0.6 -0.001
C 2.871 5.687 0.680 -0.2 -0.8 0.1 -0.001
H 3.484 6.167 -2.389 0.1 -0.1 0.1 0.001
H 3.158 7.269 -1.100 0.1 -0.1 0.2 0.000
H 4.824 6.963 -1.561 0.0 -0.1 -0.1 0.000
H 5.216 4.688 1.225 -0.2 0.0 -0.1 0.002
H 5.552 6.302 0.643 -0.3 0.0 -0.1 0.001
H 6.671 5.421 -1.345 0.0 0.0 0.0 0.000
H 7.315 4.625 0.073 0.0 0.0 0.0 0.001
H 6.826 2.996 -1.744 -0.2 0.0 -0.1 0.001
H 5.954 2.650 -0.269 -0.2 0.0 0.0 0.003
H 3.989 4.254 -3.759 0.0 0.0 0.1 0.001
H 5.629 3.623 -3.834 0.0 -0.1 0.2 0.000
H 5.338 5.159 -3.067 -0.1 0.0 0.0 0.000
H 4.281 1.281 -1.479 -0.1 0.2 0.0 -0.001
H 5.111 1.582 -2.988 0.1 0.3 0.0 0.000
H 3.393 1.956 -2.853 0.0 0.0 0.1 0.000
H 1.860 5.684 0.266 0.1 0.0 0.0 0.000
H 3.070 6.687 1.071 0.2 0.0 -0.2 0.000
H 2.892 5.011 1.535 -0.1 -0.1 -0.2 -0.001
C -3.467 -2.390 -2.238 -0.2 0.4 -0.1 0.002
C -3.657 -3.823 -1.664 1.3 1.3 -1.2 0.025
C -4.148 -4.782 -2.766 -0.4 -0.3 0.1 0.014
C -5.625 -4.629 -3.113 0.0 0.0 0.0 0.001
C -6.475 -4.707 -1.851 0.3 -0.3 -0.2 0.014
C -6.038 -3.694 -0.784 -1.6 1.5 -0.1 0.026
N -4.576 -3.767 -0.494 -0.2 -3.3 0.1 0.340
O -4.365 -4.840 0.243 0.1 1.1 0.1 0.571
C -6.427 -2.277 -1.256 0.2 0.3 -0.3 0.001
C -6.888 -3.905 0.479 0.5 -0.5 0.4 -0.001
C -2.237 -4.271 -1.279 -0.1 -0.5 0.7 -0.001
H -3.939 -1.627 -1.620 -0.1 -0.1 0.0 0.001
H -2.416 -2.101 -2.279 0.0 -0.2 0.0 0.000
H -3.864 -2.293 -3.252 -0.1 0.0 0.1 0.000
H -3.984 -5.818 -2.448 0.0 0.1 0.2 0.002
H -3.548 -4.647 -3.671 0.1 0.1 0.2 0.001
H -5.798 -3.687 -3.643 0.0 0.0 0.1 0.000
H -5.921 -5.425 -3.802 0.0 0.0 0.0 0.001
H -7.526 -4.547 -2.112 0.0 0.2 0.2 0.001
H -6.417 -5.724 -1.448 0.1 0.1 0.1 0.003
H -6.087 -1.519 -0.545 0.0 -0.1 0.0 0.001
H -7.511 -2.181 -1.336 0.0 -0.2 0.1 0.000
H -6.030 -2.019 -2.237 0.1 0.0 0.0 0.000
H -6.817 -4.924 0.864 0.2 0.1 0.0 -0.001
H -7.944 -3.728 0.265 0.1 0.1 -0.2 0.000
H -6.591 -3.218 1.274 0.1 0.0 0.0 0.000
H -1.837 -3.658 -0.467 -0.1 0.0 0.0 0.000
H -1.561 -4.177 -2.130 -0.2 0.2 -0.1 0.000
H -2.196 -5.317 -0.970 -0.1 0.1 0.1 -0.001
```
Positions in Å, forces in eV/Å.

- 2S+1: 3
- Expectation value of S²: 2.0084
- Lowest unoccupied orbital energy (spin up / spin down): 2.099 / 1.571 eV
- HOMO-LUMO gap (spin up / spin down): 5.659 / 5.130 eV
- HOMO (spin up / spin down): -0.1308 / -0.1308 Eh
- Total charge: -1


2.
Here is a structure of composition C5H8IrO2 in a non-equilibrium geometry from OMol25. Energies are from wB97M-V/def2-TZVPD.

```
16
Properties=species:S:1:pos:R:3:forces:R:3:lowdin_spin:R:1
O -0.273 -0.643 -0.466 0.8 0.6 -1.7 0.275
C -0.656 0.545 -0.764 4.5 1.0 -0.3 0.261
Ir 0.408 2.393 -0.968 -1.4 -2.4 0.2 2.067
O -1.940 0.656 -0.941 -5.7 -1.0 0.4 0.257
C -2.846 -0.404 -0.829 5.3 0.7 -1.0 0.284
C -4.105 -0.127 -0.527 -3.6 1.1 -0.1 0.411
H -4.848 -0.921 -0.586 0.1 0.1 0.3 0.014
H -2.443 -1.399 -0.999 0.0 0.1 0.1 0.008
H -4.450 0.897 -0.385 0.1 -0.2 0.2 0.012
H 0.830 -1.092 -1.098 -0.8 0.2 0.6 0.187
C 1.240 -0.792 0.892 0.0 0.3 1.8 0.570
H 1.431 0.262 1.115 -0.3 -0.5 0.3 0.028
H 0.734 -1.473 1.580 0.2 0.6 0.0 0.022
C 2.032 -1.386 -0.135 1.6 -0.6 0.6 0.552
H 2.941 -0.842 -0.415 -0.5 -0.1 -0.7 0.027
H 2.196 -2.462 -0.015 -0.4 0.1 -0.9 0.026
```
Positions in Å, forces in eV/Å.

- 2S+1: 6
- Expectation value of S²: 8.7810
- Lowest unoccupied orbital energy (spin up / spin down): -8.655 / -12.902 eV
- HOMO-LUMO gap (spin up / spin down): 6.345 / 4.711 eV
- HOMO (spin up / spin down): -0.5513 / -0.6473 Eh
- Total charge: +2


| no. | DFT total energy (eV) |
| --- | --- |
| 1 | -43879.5094 |
| 2 | -12217.2661 |